1.
{"formula": "C3H7INO", "method": "ωB97M-V/def2-TZVPD", "symbols": ["C", "C", "C", "N", "O", "I", "H", "H", "H", "H", "H", "H", "H"], "coordinates": [[-1.0970, -0.8125, 0.6427], [-1.0195, -0.6792, -0.8261], [0.3379, 1.2217, 0.1454], [0.0435, -0.1467, 0.0162], [2.2671, 1.3318, -0.0733], [3.2101, -0.3116, 0.0654], [-1.7755, -0.1765, 1.1971], [-0.8978, -1.7686, 1.1107], [-0.7746, -1.5383, -1.4376], [-1.6458, 0.0543, -1.3189], [0.0963, 1.8698, -0.6855], [0.2934, 1.6489, 1.1372], [0.9619, -0.6931, 0.0268]], "de_lowest_kcal_mol": 90.44, "lumo_ha": -0.18370, "mol_weight_g_mol": 200.00, "gap_ev": 8.24, "total_energy_ha": -545.78170, "total_charge": 1}

***

2.
{"formula": "C3H7INO2P", "method": "ωB97M-V/def2-TZVPD", "symbols": ["C", "C", "C", "N", "O", "O", "P", "I", "H", "H", "H", "H", "H", "H", "H"], "coordinates": [[0.0023, 0.5816, -1.2013], [0.5669, -0.8829, 0.2833], [1.3703, -0.0453, -0.9329], [-0.4367, 0.1629, 0.1252], [1.1504, -1.0008, 1.4927], [2.3025, 0.7775, -0.3778], [-2.0123, 0.1753, 0.7751], [2.1985, -1.2501, -2.5537], [-0.0031, 1.6667, -1.3387], [-0.5322, 0.0983, -2.0234], [0.2523, -1.8766, -0.0518], [1.5291, -0.1526, 1.7578], [2.4039, 1.5834, -0.9057], [-1.5671, -0.1087, 2.0673], [-2.3838, -1.1750, 0.5657]], "de_lowest_kcal_mol": 0.00, "lumo_ha": 0.01984, "smiles": "O[C@H]1N(P)C[C@]1(O)I", "mol_weight_g_mol": 246.97, "gap_ev": 9.87, "total_energy_ha": -962.74064}

***

3.
{"formula": "C3H7INP", "method": "ωB97M-V/def2-TZVPD", "symbols": ["C", "C", "C", "N", "P", "I", "H", "H", "H", "H", "H", "H", "H"], "coordinates": [[0.5280, 0.7149, 0.1925], [-0.0168, 2.0146, -0.2014], [-0.1960, -2.2280, -0.1948], [1.7819, 0.5181, 0.0945], [-0.3936, -0.4557, 1.2370], [-2.7718, -0.2326, 0.7754], [-0.9699, 1.8588, -0.8077], [-0.4436, 2.8201, 0.5231], [0.7529, 2.4247, -0.8875], [0.5569, -2.7083, 0.3237], [0.2184, -1.6515, -1.0302], [-1.1821, -2.6815, -0.3367], [2.1358, -0.3939, 0.3120]], "de_lowest_kcal_mol": 23.47, "lumo_ha": [-0.00427, -0.11061], "spin_multiplicity": 3, "mol_weight_g_mol": 214.97, "gap_ev": [5.64, 6.32], "total_energy_ha": -812.12897}

***

4.
{"formula": "C3H7IOS", "method": "ωB97M-V/def2-TZVPD", "symbols": ["C", "C", "C", "O", "S", "I", "H", "H", "H", "H", "H", "H", "H"], "coordinates": [[-1.2396, -0.1030, 0.8763], [-0.3994, 0.1775, -0.3925], [0.8311, -0.7121, -0.3471], [-0.2307, 1.5077, -0.5161], [2.0612, -0.3086, 0.9559], [1.7648, -0.7383, -2.3480], [-0.6996, -0.0391, 1.8174], [-1.5429, -1.1063, 0.8754], [-2.0573, 0.5481, 0.9877], [-0.8797, -0.2547, -1.4286], [0.5032, -1.8445, -0.1221], [-0.0013, 1.8544, -1.4883], [1.8901, 1.0188, 1.1300]], "de_lowest_kcal_mol": 4.59, "lumo_ha": 0.00865, "smiles": "C[C@@H](O)[C@H](S)I", "mol_weight_g_mol": 218.06, "gap_ev": 9.26, "total_energy_ha": -889.58220}

***

5.
{"formula": "C3H7IP", "method": "ωB97M-V/def2-TZVPD", "symbols": ["C", "C", "C", "P", "I", "H", "H", "H", "H", "H", "H", "H"], "coordinates": [[-0.1369, -0.8120, 0.8191], [1.1957, -1.3543, 0.6582], [0.7982, 1.0132, -1.3333], [1.2023, 0.6411, 0.4282], [4.3817, -0.8516, -2.0304], [-0.8525, -0.8299, 0.0696], [-0.5869, -0.8071, 1.8194], [1.7851, -1.5047, 1.6783], [1.5621, -1.7600, -0.2029], [-0.2409, 0.9220, -1.6835], [1.5052, 0.3862, -2.0427], [0.9678, 2.0197, -1.4025]], "de_lowest_kcal_mol": 60.24, "lumo_ha": [-0.34130, -0.34303], "mol_weight_g_mol": 200.97, "gap_ev": [3.66, 3.59], "total_energy_ha": -757.09341, "total_charge": 1}

***

6.
{"formula": "C3H7N", "method": "ωB97M-V/def2-TZVPD", "symbols": ["C", "C", "C", "N", "H", "H", "H", "H", "H", "H", "H"], "coordinates": [[1.1046, 0.2522, 0.2590], [-1.4566, 0.2081, -0.2720], [-0.1324, -0.5934, 0.0840], [2.2149, -0.0328, -0.2604], [1.0188, 1.1147, 1.0073], [-1.8632, 0.7351, 0.5608], [-2.3853, -0.4722, -0.5219], [-1.1944, 0.9471, -1.0160], [-0.0433, -1.4849, -0.7173], [-0.3302, -1.1711, 0.9523], [3.0672, 0.4971, -0.0758]], "de_lowest_kcal_mol": 17.55, "lumo_ha": 0.04342, "smiles": "[H]/N=C/CC", "mol_weight_g_mol": 57.10, "gap_ev": 10.76, "total_energy_ha": -173.21412}

***

7.
{"formula": "C3H7N", "method": "ωB97M-V/def2-TZVPD", "symbols": ["C", "C", "C", "N", "H", "H", "H", "H", "H", "H", "H"], "coordinates": [[1.1504, 0.7139, 0.4123], [0.4815, -0.7395, -1.2486], [0.1094, -0.3313, 0.3028], [1.8147, 1.5116, 0.7497], [-2.0040, 1.2999, 1.5791], [0.3960, 0.2121, -1.8516], [0.1144, -1.7212, -1.6866], [1.5632, -1.0454, -1.1592], [0.2301, -1.2643, 0.8455], [-0.8680, 0.0976, 0.4608], [-2.9877, 1.2667, 1.5957]], "de_lowest_kcal_mol": 59.33, "lumo_ha": 0.03171, "mol_weight_g_mol": 57.10, "gap_ev": 12.52, "total_energy_ha": -173.14753}

***

8.
{"formula": "C3H7N", "method": "ωB97M-V/def2-TZVPD", "symbols": ["C", "C", "C", "N", "H", "H", "H", "H", "H", "H", "H"], "coordinates": [[-0.0140, -1.3660, -0.3577], [-0.1712, -0.0323, 0.3555], [-0.0243, 1.3164, -0.3213], [-0.4900, -0.0791, 1.6486], [-0.9740, -1.8684, -0.3469], [0.7350, -1.9569, 0.1653], [0.3545, -1.2448, -1.3825], [0.1259, 2.0254, 0.5070], [0.5783, 0.2354, 1.5699], [0.8317, 1.3470, -1.0348], [-0.9518, 1.6232, -0.8031]], "de_lowest_kcal_mol": 61.59, "lumo_ha": 0.03190, "smiles": "CC(C)=N", "mol_weight_g_mol": 57.10, "gap_ev": 8.87, "total_energy_ha": -173.14393}

***

9.
{"formula": "C3H7N", "method": "ωB97M-V/def2-TZVPD", "symbols": ["C", "C", "C", "N", "H", "H", "H", "H", "H", "H", "H"], "coordinates": [[-0.5807, -0.0553, 1.1556], [-0.5398, 0.8241, -0.1239], [0.9938, -0.7744, -1.2151], [0.0368, 0.1678, -1.2665], [-1.3039, -0.8882, 1.0661], [-0.5162, 0.5305, 2.0203], [0.3578, -0.4711, 1.3444], [-1.4838, 1.0989, -0.5829], [0.1254, 1.7233, 0.0751], [1.7289, -0.7311, -0.3355], [1.1818, -1.4246, -2.1375]], "de_lowest_kcal_mol": 39.53, "lumo_ha": 0.03757, "smiles": "C=NCC", "mol_weight_g_mol": 57.10, "gap_ev": 10.05, "total_energy_ha": -173.17909}

***

10.
{"formula": "C3H7N2", "method": "ωB97M-V/def2-TZVPD", "symbols": ["C", "C", "C", "N", "N", "H", "H", "H", "H", "H", "H", "H"], "coordinates": [[2.0128, 0.8194, -0.0151], [-0.9820, 1.2501, -0.1942], [0.8626, -1.4213, -0.0531], [-1.9887, 0.4432, -0.0369], [1.4893, -0.2193, -0.1425], [2.6313, 1.5923, 0.1451], [-1.2058, 2.2551, 0.2081], [0.0530, -1.6071, -0.8071], [1.6562, -2.1310, 0.1642], [0.3477, -1.2621, 0.8898], [-1.9592, -0.4372, -0.4737], [-2.9175, 0.7179, 0.3153]], "de_lowest_kcal_mol": 98.36, "lumo_ha": -0.16249, "mol_weight_g_mol": 71.10, "gap_ev": 8.01, "total_energy_ha": -227.59761, "total_charge": 1}

***

11.
{"formula": "C3H7N2", "method": "ωB97M-V/def2-TZVPD", "symbols": ["C", "C", "C", "N", "N", "H", "H", "H", "H", "H", "H", "H"], "coordinates": [[-0.7530, -0.7375, 0.1799], [0.7015, -0.7522, -0.4757], [0.6935, 0.7589, -0.4023], [1.4795, 0.0066, 0.4278], [-0.8272, 0.7856, 0.0232], [-1.6751, -1.1411, -0.3362], [-0.7718, -1.0974, 1.1710], [1.1007, -1.3965, -1.1697], [1.1617, 1.5697, -1.0785], [1.4999, -0.2084, 1.4287], [-1.4462, 1.0717, -0.6976], [-1.1636, 1.1407, 0.9294]], "de_lowest_kcal_mol": 55.19, "lumo_ha": -0.12882, "smiles": "C1[NH2+][C@H]2N[C@@H]12", "mol_weight_g_mol": 71.10, "gap_ev": 11.78, "total_energy_ha": -227.66639, "total_charge": 1}

***

12.
{"formula": "C3H7N2", "method": "ωB97M-V/def2-TZVPD", "symbols": ["C", "C", "C", "N", "N", "H", "H", "H", "H", "H", "H", "H"], "coordinates": [[-1.0325, -0.8994, 0.1269], [1.4606, 2.3955, 1.1352], [0.7233, 0.4054, -0.1364], [1.2134, 1.4258, 0.5453], [-1.3078, -1.5780, -1.0148], [1.9018, 3.0407, 1.8730], [-1.5713, -0.0587, 0.4087], [-0.4799, -1.3231, 0.9876], [0.5320, 0.7967, -1.1445], [1.5829, -0.3904, -0.0244], [-0.9247, -2.4772, -1.2184], [-2.0977, -1.3373, -1.5381]], "de_lowest_kcal_mol": 78.07, "lumo_ha": [-0.15592, -0.15591], "mol_weight_g_mol": 71.10, "gap_ev": [8.73, 8.73], "total_energy_ha": -227.62993, "total_charge": 1}

***

13.
{"formula": "C3H7N2O", "method": "ωB97M-V/def2-TZVPD", "symbols": ["C", "C", "C", "N", "N", "O", "H", "H", "H", "H", "H", "H", "H"], "coordinates": [[-2.1149, -0.4731, -0.1326], [0.8350, -0.5268, -0.2039], [-2.0174, 0.7688, 0.5057], [1.8739, 0.0292, -0.8838], [0.9035, -1.5881, 0.5584], [-2.2977, -1.5026, -0.5888], [-1.4896, 1.4445, -0.1262], [-1.1656, 0.5882, 1.2269], [-2.9429, 1.0063, 0.9849], [1.7710, 0.9686, -1.3708], [2.8752, -0.2156, -0.9010], [0.3556, -1.6220, 1.4044], [1.6752, -2.1988, 0.6379]], "de_lowest_kcal_mol": 80.89, "lumo_ha": -0.16977, "mol_weight_g_mol": 87.10, "gap_ev": 7.81, "total_energy_ha": -302.91112, "total_charge": 1}

***

14.
{"formula": "C3H7N2O", "method": "ωB97M-V/def2-TZVPD", "symbols": ["C", "C", "C", "N", "N", "O", "H", "H", "H", "H", "H", "H", "H"], "coordinates": [[-1.3275, -0.7105, 0.2617], [-0.1316, -0.7171, -0.4496], [0.9934, -0.5386, 0.7222], [-2.5358, -0.0803, 0.0270], [2.1679, 0.3520, 0.2888], [0.8887, -1.5792, -0.1862], [-1.4028, -1.4403, 1.0847], [-0.0171, -0.2678, -1.4302], [-3.1846, -0.2189, 0.7898], [-2.8167, 0.5442, -0.6980], [2.8550, 0.1828, 1.0249], [1.8412, 1.3951, 0.4162], [2.3304, 0.1422, -0.7509]], "de_lowest_kcal_mol": 117.23, "lumo_ha": -0.15963, "mol_weight_g_mol": 87.10, "gap_ev": 8.22, "total_energy_ha": -302.85320, "total_charge": 1}

***

15.
{"formula": "C3H7N2O", "method": "ωB97M-V/def2-TZVPD", "symbols": ["C", "C", "C", "N", "N", "O", "H", "H", "H", "H", "H", "H", "H"], "coordinates": [[-0.4738, 0.6271, 0.1720], [0.1930, -1.6928, 0.0024], [0.5780, -0.2879, 0.5687], [0.9219, 1.7762, -2.6822], [-1.3067, 1.5012, 0.5743], [1.0140, 1.4749, -1.5998], [-0.7736, -2.1655, 0.4568], [1.0483, -2.3718, 0.3118], [0.1581, -1.7199, -1.0271], [0.8456, -0.5052, 1.6092], [1.4729, -0.0436, 0.0210], [-1.6286, 1.5396, 1.5677], [-2.0492, 1.8676, 0.0250]], "de_lowest_kcal_mol": 143.13, "lumo_ha": [-0.22335, -0.17654], "mol_weight_g_mol": 87.10, "gap_ev": [6.69, 10.10], "total_energy_ha": -302.81193, "total_charge": 1}

***

16.
{"formula": "C3H7N2O", "method": "ωB97M-V/def2-TZVPD", "symbols": ["C", "C", "N", "C", "N", "H", "H", "H", "H", "H", "H", "H", "O"], "coordinates": [[2.2019, -0.5863, 0.5955], [1.1042, -0.0641, 1.1920], [0.0189, -0.5453, 0.4998], [0.4172, -1.2964, -0.5115], [1.7437, -1.3624, -0.4376], [3.2435, -0.4417, 0.7934], [0.9899, 0.5604, 2.0582], [-0.9175, -0.1936, 0.6745], [-0.1232, -2.0025, -1.1135], [2.3382, -1.7614, -1.1503], [-3.3513, 2.7093, -1.5831], [-4.1923, 2.7137, -0.2794], [-3.4733, 2.2702, -0.7378]], "de_lowest_kcal_mol": 6.77, "lumo_ha": -0.12949, "mol_weight_g_mol": 87.10, "gap_ev": 10.73, "total_energy_ha": -303.02924, "total_charge": 1}

***

17.
{"formula": "C3H7N2O2", "method": "ωB97M-V/def2-TZVPD", "symbols": ["C", "N", "C", "O", "O", "C", "N", "H", "H", "H", "H", "H", "H", "H"], "coordinates": [[0.7340, -0.3242, 0.7881], [-0.6614, -0.4494, 1.1131], [-1.5542, 0.6055, 0.7400], [-1.0680, 1.7586, 0.7591], [-2.6985, 0.2359, 0.3739], [1.0545, -0.4025, -0.7190], [0.2121, 0.3503, -1.6175], [1.2978, -1.1296, 1.2799], [1.0392, 0.6535, 1.1632], [-1.0264, -1.3707, 1.0094], [2.0836, -0.0940, -0.8704], [0.9804, -1.4440, -1.0063], [0.3943, 1.3456, -1.5382], [-0.7873, 0.2651, -1.4754]], "de_lowest_kcal_mol": 1.52, "lumo_ha": 0.15316, "smiles": "NCCNC(=O)[O-]", "mol_weight_g_mol": 103.10, "gap_ev": 8.15, "total_energy_ha": -378.57569, "total_charge": -1}

***

18.
{"formula": "C3H7N2O2", "method": "ωB97M-V/def2-TZVPD", "symbols": ["N", "C", "O", "O", "H", "H", "C", "C", "N", "H", "H", "H", "H", "H"], "coordinates": [[1.3616, 2.3548, 1.4905], [0.7965, 1.3022, 0.7545], [1.6025, 0.5936, 0.1009], [-0.4522, 1.1750, 0.8115], [2.3446, 2.5247, 1.4484], [0.7685, 2.8919, 2.0856], [-1.5182, -2.4794, -0.1080], [-0.8038, -1.5924, -0.8118], [-0.8695, -1.4225, -2.1834], [-2.2288, -3.1385, -0.5959], [-1.3825, -2.4597, 0.9627], [-0.1353, -0.9027, -0.3075], [-1.7087, -1.6646, -2.6627], [-0.4807, -0.5579, -2.5346]], "de_lowest_kcal_mol": 11.12, "lumo_ha": 0.15448, "mol_weight_g_mol": 103.10, "gap_ev": 8.18, "total_energy_ha": -378.56039, "total_charge": -1}

***

19.
{"formula": "C3H7N2O2", "method": "ωB97M-V/def2-TZVPD", "symbols": ["C", "C", "C", "N", "N", "O", "O", "H", "H", "H", "H", "H", "H", "H"], "coordinates": [[-1.8904, 0.4934, -0.1015], [0.0928, -1.2330, -0.1866], [-0.8926, -0.3903, 0.5472], [0.6045, 2.0146, -0.2326], [0.4302, 1.4893, 1.0229], [-2.9249, 0.7687, 0.5368], [-1.5558, 0.9522, -1.2403], [-0.1490, -2.2932, -0.0420], [0.0528, -0.9980, -1.2480], [1.1105, -1.0755, 0.1819], [-1.0753, -0.6493, 1.5850], [1.3434, 1.4802, -0.6956], [-0.2671, 1.9112, -0.8224], [-0.3653, 1.9756, 1.4397]], "de_lowest_kcal_mol": 0.00, "lumo_ha": [0.15698, 0.13487], "spin_multiplicity": 3, "mol_weight_g_mol": 103.10, "gap_ev": [6.46, 8.02], "total_energy_ha": -378.41711, "total_charge": -1}